131
Properties=species:S:1:pos:R:3:forces:R:3 method="wB97M-V/def2-TZVPD" total_energy_ha=-3599.109907 e_homo_ev="-6.12 / -6.12" molar_mass_g_mol=1253.38 de_lowest_kj_mol=269.0
Pb 0.176174 0.049399 0.386189 0.240 0.936 -1.610
I 0.142621 -1.835718 2.688635 -0.735 -0.183 1.366
C 1.741659 -1.591174 5.145098 0.321 0.511 1.167
C 2.758178 -1.704732 6.034498 0.053 -0.244 -0.470
C 2.664255 -0.974249 7.243862 -0.054 0.148 0.160
C 1.583195 -0.184272 7.522299 -0.070 0.006 0.060
C 0.511527 -0.067708 6.603432 0.246 -0.280 -0.257
C -0.653203 0.709650 6.799378 -0.045 0.084 0.057
C -1.631676 0.766347 5.848747 -0.116 0.099 0.109
C -1.525563 0.075077 4.619861 0.030 -0.193 -0.148
C -0.408396 -0.665855 4.411778 0.618 -0.518 -0.093
C 0.619159 -0.786808 5.386802 -0.338 -0.082 -0.769
H 3.631916 -2.317377 5.846809 -0.035 -0.008 -0.016
H 3.477272 -1.045235 7.955124 -0.009 -0.002 0.007
H 1.532738 0.361427 8.456517 0.015 0.005 -0.005
H -0.760311 1.267760 7.721642 -0.001 -0.001 0.003
H -2.515885 1.366755 6.019746 0.019 0.013 -0.001
H -2.307351 0.174043 3.881401 0.026 -0.044 -0.038
C 3.616787 -1.226052 0.939511 -0.013 -0.185 0.062
C 3.605176 -2.552666 0.173719 -0.124 0.197 -0.151
C 3.786785 -2.317015 -1.329247 0.065 -0.080 0.112
C 2.427332 -3.454211 0.529672 0.056 -0.083 -0.066
C 2.712782 -4.552388 1.336386 0.020 0.011 0.044
C 1.743691 -5.470877 1.697238 0.000 -0.021 0.012
C 0.452979 -5.316855 1.226280 -0.001 -0.062 -0.027
C 0.103618 -4.243077 0.416447 0.116 0.203 -0.094
C -1.335438 -4.140775 -0.076971 -0.059 -0.150 0.076
C -1.662508 -5.293001 -1.037329 0.034 0.147 0.008
C -2.353299 -4.151488 1.070489 0.083 0.062 -0.055
C 1.101355 -3.291217 0.078489 -0.115 -0.348 0.162
N 0.708988 -2.136735 -0.640301 -0.015 0.221 0.486
C 0.460081 -2.228880 -1.932053 0.051 0.111 -0.217
C -0.155367 -1.135872 -2.631169 -0.009 -0.150 0.150
N -0.596571 -0.083418 -1.986994 0.099 -0.052 0.303
C -1.013683 1.004429 -2.797026 0.033 0.346 -0.197
C -2.372724 1.236498 -3.038025 -0.048 0.005 0.105
C -2.713530 2.272642 -3.898696 -0.059 0.014 -0.013
C -1.748751 3.059462 -4.500915 -0.010 0.091 -0.013
C -0.411281 2.831492 -4.233949 0.026 0.030 -0.033
C -0.019214 1.804420 -3.386959 -0.054 -0.074 0.189
C 1.460187 1.588725 -3.114292 0.020 0.146 -0.053
C 2.049406 2.787831 -2.361363 -0.030 -0.118 0.010
C 2.241633 1.315954 -4.402073 -0.017 -0.071 0.076
C -3.497611 0.407745 -2.438258 0.204 -0.187 0.084
C -3.641310 -0.963992 -3.107880 -0.084 0.127 -0.012
C -3.402849 0.242543 -0.916264 -0.038 0.116 0.007
C -0.176016 -1.470563 -4.066820 -0.065 -0.026 -0.284
C -0.599684 -0.846421 -5.213289 -0.060 -0.048 0.194
C -0.469084 -1.536040 -6.443093 -0.013 -0.043 -0.142
C 0.072431 -2.792783 -6.537571 -0.010 0.030 -0.051
C 0.536236 -3.454922 -5.372614 -0.030 0.103 0.225
C 1.136672 -4.736462 -5.287825 0.016 -0.040 -0.020
C 1.554780 -5.220768 -4.073378 0.034 -0.125 -0.119
C 1.399989 -4.499122 -2.866845 -0.087 0.185 0.102
C 0.793018 -3.267257 -2.911936 0.079 -0.229 -0.080
C 0.387627 -2.764020 -4.172684 -0.032 -0.020 -0.046
H 4.576153 -0.722125 0.812621 -0.029 0.046 -0.003
H 3.446775 -1.387160 2.005981 0.013 0.063 0.015
H 2.845634 -0.549727 0.566447 -0.002 0.070 -0.041
H 4.492740 -3.098234 0.505811 -0.039 -0.038 0.028
H 2.993473 -1.698276 -1.744937 -0.005 0.034 -0.016
H 3.802567 -3.264116 -1.870226 -0.004 0.040 -0.043
H 4.738355 -1.810992 -1.503420 -0.010 0.008 -0.014
H 3.730511 -4.687076 1.684608 -0.006 0.000 0.003
H 1.999011 -6.307773 2.334425 -0.011 -0.007 -0.013
H -0.298601 -6.050643 1.491403 -0.015 0.021 0.004
H -1.459884 -3.200726 -0.614128 0.022 0.016 -0.049
H -1.591674 -6.251505 -0.519014 -0.019 -0.016 -0.021
H -0.984112 -5.310630 -1.886603 0.062 -0.029 -0.061
H -2.679258 -5.184133 -1.419262 -0.004 -0.025 0.021
H -2.257070 -5.053277 1.677097 -0.030 -0.006 0.007
H -3.364625 -4.129558 0.661443 -0.011 0.010 0.017
H -2.229409 -3.289166 1.723971 -0.062 -0.039 0.019
H -3.760169 2.474817 -4.096813 -0.003 -0.030 0.045
H -2.046471 3.865836 -5.158222 0.019 0.010 -0.011
H 0.341010 3.463193 -4.692100 -0.006 -0.007 0.010
H 1.577435 0.710501 -2.476702 -0.031 -0.010 0.019
H 2.082562 3.669218 -3.004312 -0.003 0.025 0.021
H 3.069034 2.565198 -2.033884 -0.011 0.036 -0.035
H 1.438113 3.037119 -1.491962 -0.011 0.043 0.047
H 2.220041 2.182439 -5.065310 0.005 0.005 -0.007
H 1.820002 0.464271 -4.938659 0.062 0.022 -0.016
H 3.285444 1.096001 -4.167700 0.005 0.013 -0.032
H -4.412322 0.968357 -2.647804 0.016 0.021 0.036
H -2.794895 -1.608041 -2.869725 0.062 -0.024 -0.017
H -3.704682 -0.865668 -4.192417 -0.008 -0.045 -0.014
H -4.547928 -1.459070 -2.751206 0.008 -0.009 -0.020
H -2.746145 -0.587745 -0.647256 -0.018 -0.070 -0.022
H -4.390569 0.035899 -0.498843 0.014 -0.017 0.027
H -3.010103 1.153548 -0.461546 -0.014 0.097 0.025
H -1.028529 0.146667 -5.199977 -0.008 -0.027 -0.039
H -0.815171 -1.040841 -7.341756 0.014 -0.016 -0.007
H 0.149002 -3.281159 -7.501610 0.014 0.006 0.001
H 1.264953 -5.328870 -6.185754 0.023 -0.006 0.012
H 2.017324 -6.199031 -4.028940 0.004 0.011 -0.009
H 1.752540 -4.927162 -1.937404 -0.031 -0.029 -0.001
C -2.340147 3.403615 3.022310 -0.123 -0.040 0.139
C -1.974690 2.426484 2.065004 0.033 0.038 0.190
N -0.792680 1.770942 2.169119 -0.476 -0.099 0.101
C 0.095716 2.229569 3.044292 0.121 -0.080 0.041
C -0.111181 3.284437 3.915052 -0.120 -0.010 -0.172
C -1.410549 3.844167 3.915958 0.001 -0.058 -0.101
C 0.880936 3.688566 4.898512 0.274 -0.030 0.047
C 2.216400 3.550123 4.873680 -0.232 0.141 0.194
C 3.088690 3.146146 3.768750 0.231 -0.087 -0.290
C 2.835864 3.424891 2.420411 0.074 0.018 0.067
C 3.779866 3.010877 1.503003 -0.056 0.009 -0.011
N 4.901073 2.377738 1.851582 0.116 -0.084 0.010
C 5.068160 2.195119 3.155358 -0.031 0.001 -0.134
N 4.235217 2.546773 4.123388 -0.122 0.008 0.166
H -3.340459 3.813882 2.989065 0.016 0.036 0.005
H -2.746039 1.924335 1.504099 -0.027 0.012 -0.050
H 1.023973 1.667161 3.107684 0.028 -0.024 -0.024
H -1.658730 4.622452 4.628448 -0.005 -0.015 0.029
H 0.459907 4.129588 5.798555 0.030 -0.068 0.047
H 2.765780 3.763774 5.783407 -0.004 0.069 -0.018
H 1.943854 3.949906 2.107479 -0.013 -0.010 -0.006
H 3.645364 3.188301 0.440957 -0.064 0.048 0.013
H 5.988155 1.707679 3.462301 -0.019 0.000 0.006
S -1.526553 3.787438 0.069705 0.437 -0.232 -0.231
C -2.991176 4.591332 -0.441712 0.115 -0.046 -0.001
C -2.914764 5.837555 -1.075138 -0.139 0.050 -0.049
C -4.058298 6.483902 -1.512996 0.000 -0.019 0.009
C -5.310625 5.912995 -1.315133 -0.035 0.062 -0.019
C -5.399588 4.686801 -0.673154 -0.089 0.005 0.024
C -4.256842 4.031283 -0.238930 -0.027 0.063 -0.102
H -1.941564 6.288164 -1.222444 0.008 -0.027 -0.005
H -3.971896 7.442216 -2.012137 -0.011 -0.002 0.018
H -6.205311 6.424160 -1.647455 0.006 -0.018 -0.018
H -6.372341 4.235789 -0.511172 0.018 -0.010 0.014
H -4.345538 3.069324 0.251597 0.008 -0.025 -0.011